{"formula": "C41H72BaCl2N2O4S3", "method": "ωB97M-V/def2-TZVPD", "orbital_gap_ev": 7.12, "largest_force_ha_per_bohr": 0.1014, "total_energy_ev": -113102.598, "elements": ["Ba", "C", "N", "C", "C", "C", "N", "C", "C", "C", "C", "C", "C", "C", "O", "C", "C", "C", "C", "C", "C", "C", "C", "C", "C", "C", "C", "C", "C", "C", "O", "C", "C", "C", "C", "C", "C", "C", "C", "H", "H", "H", "H", "H", "H", "H", "H", "H", "H", "H", "H", "H", "H", "H", "H", "H", "H", "H", "H", "H", "H", "H", "H", "H", "H", "H", "H", "H", "H", "H", "H", "H", "H", "H", "H", "H", "H", "H", "H", "H", "H", "H", "H", "H", "H", "H", "H", "H", "H", "H", "H", "H", "H", "C", "C", "S", "C", "C", "S", "C", "C", "S", "H", "H", "H", "H", "H", "H", "H", "H", "H", "H", "H", "H", "O", "H", "H", "Cl", "C", "Cl", "H", "H", "O", "H", "H"], "coordinates": [[0.3240, -0.4647, -1.2501], [3.3967, 1.0037, -2.0910], [2.0493, 1.4998, -2.3166], [1.9571, 1.9858, -3.6852], [1.7893, 2.5771, -1.3668], [0.3186, 2.9469, -1.2743], [-0.4986, 1.8844, -0.7005], [-0.5354, 2.0033, 0.7677], [0.7810, 1.9281, 1.4946], [1.1836, 2.9991, 2.2686], [2.3320, 2.9547, 3.0480], [3.0475, 1.7654, 3.0491], [2.6764, 0.6537, 2.3111], [1.5279, 0.7234, 1.4820], [1.1499, -0.2545, 0.7059], [3.4472, -0.6581, 2.4367], [4.0280, -1.0707, 1.0780], [2.4785, -1.7369, 2.9429], [4.6150, -0.5969, 3.4300], [2.7175, 4.1590, 3.8952], [1.6158, 4.4114, 4.9367], [2.8743, 5.3946, 2.9960], [4.0349, 3.9546, 4.6491], [-1.8703, 2.0561, -1.2189], [-2.9382, 1.2922, -0.4845], [-4.0577, 1.9747, -0.0374], [-5.0713, 1.3318, 0.6516], [-4.8863, -0.0200, 0.9293], [-3.7710, -0.7364, 0.5386], [-2.7782, -0.0890, -0.2463], [-1.7271, -0.7008, -0.7368], [-3.5369, -2.1603, 1.0299], [-4.7141, -2.7287, 1.8316], [-3.2788, -3.1116, -0.1435], [-2.3007, -2.1162, 1.9430], [-6.3397, 2.0215, 1.1359], [-6.3950, 3.5008, 0.7422], [-7.5516, 1.3262, 0.5012], [-6.4311, 1.9308, 2.6665], [4.1496, 1.7866, -2.2539], [3.6053, 0.1738, -2.7618], [3.4835, 0.6526, -1.0690], [2.6122, 2.8539, -3.8487], [0.9365, 2.2718, -3.9238], [2.2594, 1.1998, -4.3751], [2.3572, 3.4840, -1.6329], [2.1142, 2.2509, -0.3801], [-0.0544, 3.1724, -2.2767], [0.2327, 3.8620, -0.6702], [-1.1623, 1.1837, 1.1244], [-1.0367, 2.9487, 1.0260], [0.5582, 3.8831, 2.2692], [3.9280, 1.6999, 3.6612], [3.2335, -1.1820, 0.3462], [4.5644, -2.0152, 1.1660], [4.7307, -0.3204, 0.7199], [1.5928, -1.7687, 2.3157], [2.1620, -1.5045, 3.9573], [2.9532, -2.7175, 2.9407], [5.3789, 0.1089, 3.1083], [5.0770, -1.5823, 3.4939], [4.2721, -0.3241, 4.4256], [0.6517, 4.5700, 4.4607], [1.8495, 5.2894, 5.5384], [1.5296, 3.5523, 5.5995], [1.9487, 5.6243, 2.4749], [3.6514, 5.2202, 2.2537], [3.1543, 6.2632, 3.5902], [3.9662, 3.1121, 5.3341], [4.2601, 4.8440, 5.2353], [4.8589, 3.7861, 3.9586], [-1.8521, 1.7567, -2.2735], [-2.1345, 3.1232, -1.1792], [-4.1162, 3.0331, -0.2434], [-5.6536, -0.5265, 1.4902], [-5.6115, -2.7793, 1.2177], [-4.9269, -2.1394, 2.7210], [-4.4691, -3.7387, 2.1559], [-4.1387, -3.1391, -0.8096], [-3.1009, -4.1200, 0.2257], [-2.4094, -2.7749, -0.6999], [-2.5227, -1.5333, 2.8345], [-1.4748, -1.6355, 1.4232], [-2.0034, -3.1184, 2.2496], [-6.2989, 3.6172, -0.3353], [-5.6061, 4.0652, 1.2341], [-7.3517, 3.9277, 1.0420], [-7.4994, 1.4097, -0.5821], [-8.4762, 1.7878, 0.8415], [-7.5848, 0.2709, 0.7546], [-5.5498, 2.3739, 3.1244], [-6.5019, 0.8990, 2.9978], [-7.3098, 2.4633, 3.0256], [1.4292, -5.4916, -4.0360], [0.8673, -4.5166, -5.0529], [1.6436, -2.8710, -5.0802], [3.4101, -3.1686, -5.4356], [4.2933, -3.4680, -4.2265], [3.7568, -2.5667, -2.7169], [3.7794, -3.8536, -1.4296], [3.0149, -5.1369, -1.7018], [1.2989, -4.9014, -2.3008], [2.4725, -5.7130, -4.2506], [0.8589, -6.4211, -4.0957], [-0.1783, -4.2959, -4.8314], [0.9419, -4.9323, -6.0611], [3.7194, -2.2268, -5.8916], [3.4787, -3.9688, -6.1751], [5.3148, -3.1558, -4.4481], [4.2945, -4.5267, -3.9846], [3.3298, -3.3364, -0.5834], [4.8229, -4.0906, -1.2055], [2.9309, -5.6760, -0.7564], [3.5310, -5.7830, -2.4117], [0.5415, -2.8308, -0.1390], [-0.3338, -3.1517, 0.1028], [0.7890, -2.2432, 0.5906], [-2.3450, -2.6267, -3.6255], [-3.3470, -1.1996, -3.3650], [-5.0596, -1.5678, -3.6030], [-3.0516, -0.4453, -4.0929], [-3.1904, -0.8777, -2.3355], [-0.0209, -0.5562, -3.6240], [0.6362, -0.4804, -4.3198], [-0.5172, -1.3559, -3.8447]], "atomic_forces_ev_per_a": [[3.045, -1.576, -3.927], [0.069, -0.070, -0.076], [0.458, 0.621, -0.359], [-0.145, 0.001, 0.049], [-0.226, 0.220, 0.127], [0.387, 0.083, -0.170], [-0.603, 1.539, 0.536], [0.014, -0.203, 0.225], [-0.087, -0.157, 0.080], [0.065, -0.061, -0.028], [0.010, 0.070, 0.040], [-0.052, 0.250, 0.005], [-0.080, -0.208, -0.154], [0.480, 0.724, 0.927], [1.450, 0.191, 3.898], [0.078, -0.220, -0.011], [-0.085, 0.020, 0.086], [0.026, 0.071, -0.099], [-0.211, 0.038, -0.181], [0.059, 0.169, 0.147], [0.149, 0.005, -0.115], [-0.011, -0.150, 0.141], [-0.213, 0.009, -0.148], [-0.230, -0.199, -0.050], [0.144, -0.207, -0.083], [-0.165, -0.041, 0.097], [-0.019, 0.093, 0.012], [0.047, 0.144, -0.047], [0.169, -0.131, -0.045], [-0.893, 0.504, 0.278], [-3.769, -0.295, 0.943], [0.020, -0.193, 0.029], [0.209, 0.147, -0.141], [0.112, 0.137, 0.132], [-0.146, 0.040, -0.106], [-0.175, 0.107, -0.001], [0.063, -0.257, 0.040], [0.109, 0.095, 0.071], [0.001, 0.024, -0.212], [0.074, 0.053, 0.007], [0.044, -0.027, -0.023], [0.076, -0.101, 0.187], [0.037, 0.013, -0.045], [-0.091, 0.044, -0.071], [0.040, -0.074, -0.075], [0.103, -0.047, 0.017], [0.174, 0.077, -0.075], [-0.060, 0.064, 0.062], [-0.068, 0.072, -0.095], [-0.040, 0.081, 0.074], [-0.001, -0.033, 0.105], [-0.022, 0.110, -0.007], [0.155, -0.026, 0.119], [-0.019, -0.036, -0.104], [0.061, -0.125, 0.012], [0.091, 0.097, -0.048], [-0.045, -0.074, 0.089], [-0.038, -0.007, 0.136], [0.065, -0.119, 0.019], [0.084, 0.099, 0.017], [0.021, -0.053, -0.004], [0.018, 0.052, 0.124], [-0.123, 0.027, -0.031], [0.020, 0.091, 0.058], [-0.053, -0.074, 0.073], [-0.094, 0.051, -0.083], [0.062, 0.009, -0.096], [0.019, 0.110, 0.059], [0.059, -0.096, 0.076], [0.022, 0.079, 0.044], [0.125, -0.053, -0.035], [0.056, 0.038, -0.106], [-0.039, -0.015, -0.076], [-0.045, 0.145, -0.005], [-0.081, -0.104, 0.120], [-0.138, -0.021, -0.023], [-0.037, 0.071, 0.089], [0.023, -0.099, 0.017], [-0.095, -0.020, -0.143], [-0.002, -0.185, 0.050], [-0.041, -0.100, -0.151], [0.031, 0.047, 0.137], [0.131, 0.015, 0.038], [0.033, -0.155, 0.062], [0.019, 0.082, -0.113], [0.121, 0.121, 0.005], [-0.047, 0.010, 0.042], [-0.037, -0.012, -0.144], [-0.148, 0.058, 0.044], [-0.022, -0.153, 0.037], [0.106, 0.053, 0.073], [-0.001, -0.148, 0.075], [-0.131, 0.051, 0.053], [-0.135, -0.029, 0.483], [0.412, 0.377, -0.102], [0.003, -0.164, -0.361], [-0.673, 0.039, 0.170], [-0.076, 0.296, 0.599], [0.285, -0.252, -0.044], [0.172, 0.274, -0.366], [-0.534, 0.083, -0.072], [0.239, -0.168, -0.360], [0.001, -0.071, -0.024], [0.122, -0.022, -0.115], [-0.024, -0.056, -0.124], [-0.163, -0.106, 0.097], [0.052, -0.132, -0.111], [0.127, 0.135, -0.079], [-0.002, -0.183, -0.023], [0.053, -0.059, -0.048], [0.107, -0.026, 0.095], [-0.109, -0.014, 0.196], [0.095, -0.075, -0.082], [-0.009, -0.022, 0.072], [0.163, -0.848, 0.505], [-0.116, -0.154, -0.019], [0.118, 0.052, 0.272], [0.196, -0.494, -0.123], [-0.311, 0.427, 0.132], [0.021, 0.030, 0.005], [-0.040, -0.098, 0.164], [-0.020, -0.053, -0.306], [-0.354, 0.277, -2.548], [0.109, -0.026, -0.261], [-0.120, -0.137, -0.103]]}